The following is a DFT calculation (ωB97M-V/def2-TZVPD) of C20H42NOP3Ti as an isolated structure in a non-equilibrium geometry.

* molecular weight: 453.35 g/mol
* total energy: -2789.79979 hartree
* LUMO (spin up / spin down): -10.587 / -11.226 eV
* total charge: +3
* energy relative to the best compared isomer or geometry (same formula, charge and spin): 0.00 kcal per mole
* 2S+1: 2

```
68
C20H42NOP3Ti | the OMol25 dataset | ωB97M-V/def2-TZVPD
Ti 0.442 0.006 -0.128
P 1.630 2.060 0.449
P -1.985 0.580 1.218
P -0.859 0.914 -2.165
H 3.512 -7.050 -5.062
C 3.668 -6.266 -5.812
C 4.792 -5.537 -5.846
H 5.606 -5.706 -5.133
C 2.913 1.779 1.709
C 0.827 3.576 1.068
C 2.556 2.620 -1.011
C -3.445 -0.483 1.114
C -1.540 0.626 2.973
C -2.546 2.269 0.867
C 0.147 0.594 -3.653
C -1.358 2.664 -2.371
C -2.416 0.045 -2.611
H 2.869 -6.122 -6.548
H 4.953 -4.770 -6.612
H 3.455 0.844 1.511
H 2.451 1.713 2.704
H 3.608 2.628 1.674
H 0.311 3.363 2.015
H 0.097 3.952 0.339
H 1.602 4.340 1.238
H 3.165 1.793 -1.401
H 3.209 3.454 -0.718
H 1.854 2.948 -1.789
H -4.243 -0.114 1.763
H -3.146 -1.493 1.425
H -3.781 -0.526 0.071
H -2.388 1.026 3.550
H -0.674 1.278 3.158
H -1.305 -0.375 3.358
H -3.640 2.270 0.759
H -2.105 2.688 -0.045
H -2.279 2.933 1.703
H -0.286 1.174 -4.481
H 0.137 -0.475 -3.902
H 1.189 0.891 -3.500
H -1.303 2.944 -3.430
H -0.691 3.325 -1.805
H -2.388 2.814 -2.022
H -2.624 0.157 -3.686
H -3.256 0.453 -2.037
H -2.331 -1.023 -2.384
C 1.588 -2.169 -2.023
C 0.713 -3.265 -2.175
C 0.901 -4.129 -3.248
C 1.975 -3.957 -4.130
C 2.918 -2.953 -3.889
C 2.742 -2.064 -2.830
O 1.269 -1.185 -1.180
H -1.287 -0.383 0.112
H -0.132 -3.355 -1.487
H 0.185 -4.941 -3.398
H 2.088 -4.616 -4.996
H 3.781 -2.853 -4.551
H 3.413 -1.224 -2.646
C 0.847 -1.460 5.276
C 1.821 -1.576 4.078
C 1.300 -1.079 2.839
N 0.894 -0.720 1.807
H 0.445 -0.442 5.377
H 1.357 -1.704 6.212
H -0.001 -2.147 5.178
H 2.751 -1.018 4.295
H 2.110 -2.630 3.911
```

---

The following is a DFT calculation (ωB97M-V/def2-TZVPD) of a 2-piece molecular cluster, CHClF2O2S overall in a non-equilibrium geometry.

* molecular weight: 150.53 g/mol
* total energy: -1247.27781 hartree
* LUMO: -1.640 eV
* energy relative to the best compared isomer or geometry (same formula, charge and spin): 0.00 kcal per mole

```
8
CHClF2O2S | the OMol25 dataset | ωB97M-V/def2-TZVPD
C -0.483 -0.781 0.321
O 1.093 1.440 0.719
O 2.964 -0.022 1.283
F -1.781 -0.663 0.211
F -0.148 -0.772 1.624
S 2.050 1.053 1.714
Cl -0.042 -2.365 -0.369
H -0.052 0.045 -0.139
```

---

The following is a DFT calculation (ωB97M-V/def2-TZVPD) of one molecule with the formula C4H6N2O in a non-equilibrium geometry.

* molecular weight: 98.10 g/mol
* total energy: -340.66746 hartree
* LUMO: 0.773 eV
* SMILES: Cn1[nH]ccc1=O
* energy relative to the best compared isomer or geometry (same formula, charge and spin): 79.97 kcal per mole

```
13
C4H6N2O | the OMol25 dataset | ωB97M-V/def2-TZVPD
C -1.818 0.962 -0.086
N -0.115 0.551 0.070
N 1.215 0.688 -0.495
C 1.889 -0.505 -0.228
C 1.038 -1.426 0.268
C -0.244 -0.760 0.411
O -1.367 -1.168 0.701
H -2.499 0.239 -0.592
H -2.216 1.074 0.937
H -1.745 1.883 -0.623
H 1.726 1.556 -0.350
H 2.953 -0.613 -0.461
H 1.183 -2.480 0.447
```

---

The following is a DFT calculation (ωB97M-V/def2-TZVPD) of one molecule with the formula C4H5NO in a non-equilibrium geometry.

* molecular weight: 83.09 g/mol
* total energy: -285.28944 hartree
* LUMO: 0.310 eV
* SMILES: C#CCNC=O
* energy relative to the best compared isomer or geometry (same formula, charge and spin): 78.53 kcal per mole

```
11
C4H5NO | the OMol25 dataset | ωB97M-V/def2-TZVPD
C 0.993 -1.778 -0.574
C 1.403 -0.903 0.165
C 0.845 0.473 -0.206
N -0.217 0.849 0.687
C -1.502 0.458 0.418
O -1.880 -0.018 -0.634
H 0.482 -2.315 -1.333
H 0.381 0.413 -1.197
H 1.646 1.202 -0.247
H 0.036 0.956 1.658
H -2.185 0.663 1.262
```

---

The following is a DFT calculation (ωB97M-V/def2-TZVPD) of C31H37IrN3P2S as an isolated structure.

* molecular weight: 737.89 g/mol
* total energy: -2552.11404 hartree
* LUMO: -9.840 eV
* total charge: +3
* energy relative to the best compared isomer or geometry (same formula, charge and spin): 0.00 kcal per mole

```
75
C31H37IrN3P2S | the OMol25 dataset | ωB97M-V/def2-TZVPD
Ir -0.533 -0.390 -0.246
C 1.804 -0.159 1.830
C 0.762 -1.115 2.377
N -0.588 -0.654 1.943
C -1.033 0.572 2.683
C -1.833 1.520 1.814
S -1.040 1.772 0.197
C 0.592 2.489 0.679
C 1.752 1.656 0.149
N 1.506 0.213 0.408
H 2.802 -0.590 1.902
H 1.821 0.757 2.420
H 0.835 -1.158 3.466
H 0.916 -2.126 2.003
H -1.265 -1.378 2.157
H -0.154 1.073 3.083
H -1.635 0.277 3.544
H -1.958 2.494 2.288
H -2.822 1.130 1.568
H 0.599 2.560 1.765
H 0.602 3.501 0.277
H 2.685 1.976 0.616
H 1.862 1.769 -0.923
H 2.134 -0.316 -0.192
C -3.657 0.446 -2.201
N -2.674 -0.657 -2.438
P -2.416 -1.533 -0.994
C -3.886 -1.996 -0.106
C -5.111 -2.177 -0.753
C -6.196 -2.667 -0.044
C -6.062 -2.995 1.298
C -4.832 -2.863 1.934
C -3.746 -2.374 1.233
C -1.392 -2.932 -1.390
C -0.319 -3.097 -0.502
C 0.667 -4.045 -0.759
C 0.543 -4.843 -1.885
C -0.534 -4.689 -2.759
C -1.499 -3.721 -2.530
P -0.999 -0.089 -2.566
C -0.121 -1.149 -3.703
C 1.143 -1.622 -3.360
C 1.875 -2.360 -4.277
C 1.335 -2.636 -5.525
C 0.068 -2.171 -5.865
C -0.661 -1.418 -4.962
C -1.052 1.527 -3.346
C -0.055 2.447 -3.028
C 0.071 3.628 -3.743
C -0.798 3.892 -4.792
C -1.776 2.968 -5.136
C -1.899 1.784 -4.428
H -4.651 0.027 -2.114
H -3.656 1.135 -3.035
H -3.437 1.015 -1.289
H -5.221 -1.967 -1.808
H -7.145 -2.803 -0.544
H -6.912 -3.379 1.846
H -4.722 -3.159 2.968
H -2.777 -2.355 1.720
H -0.319 -2.570 0.458
H 1.487 -4.200 -0.070
H 1.283 -5.609 -2.079
H -0.616 -5.332 -3.625
H -2.312 -3.574 -3.230
H 1.556 -1.415 -2.378
H 2.863 -2.720 -4.022
H 1.904 -3.213 -6.241
H -0.344 -2.388 -6.841
H -1.644 -1.055 -5.235
H 0.648 2.232 -2.240
H 0.850 4.335 -3.493
H -0.705 4.813 -5.351
H -2.440 3.164 -5.967
H -2.643 1.063 -4.743
```

---

The following is a DFT calculation (ωB97M-V/def2-TZVPD) of a 2-piece molecular cluster, C3H9N2 overall.

* molecular weight: 73.12 g/mol
* total energy: -228.94287 hartree
* LUMO: -4.745 eV
* total charge: +1
* energy relative to the best compared isomer or geometry (same formula, charge and spin): 27.57 kcal per mole

```
14
C3H9N2 | the OMol25 dataset | ωB97M-V/def2-TZVPD
C -0.806 -1.177 0.641
C -0.662 -1.852 -0.483
C -0.495 0.906 1.727
N -0.270 0.143 0.740
H -1.286 -1.518 1.544
H -0.141 -1.399 -1.315
H -1.034 -2.857 -0.596
H -0.038 1.887 1.729
H -1.123 0.587 2.548
H 0.386 0.479 -0.047
N 1.246 1.079 -1.404
H 0.560 1.332 -2.108
H 1.736 1.929 -1.145
H 1.928 0.462 -1.831
```

---

The following is a DFT calculation (ωB97M-V/def2-TZVPD) of a 2-piece molecular cluster, C6H16 overall in a non-equilibrium geometry.

* molecular weight: 88.19 g/mol
* total energy: -238.15767 hartree
* LUMO: 1.137 eV
* SMILES: CCC.CCC
* energy relative to the best compared isomer or geometry (same formula, charge and spin): 24.38 kcal per mole

```
22
C6H16 | the OMol25 dataset | ωB97M-V/def2-TZVPD
C -0.351 -1.144 -1.256
C -0.149 -2.542 -0.620
C 0.981 -2.520 0.382
H 0.555 -0.562 -1.323
H -1.217 -0.620 -0.851
H -0.704 -1.194 -2.308
H -1.048 -2.775 -0.060
H -0.044 -3.307 -1.411
H 0.655 -1.891 1.199
H 1.239 -3.536 0.735
H 1.948 -2.205 -0.042
C -1.475 2.067 0.506
C -0.062 2.049 1.038
C 1.077 2.058 -0.011
H -1.687 0.936 0.295
H -2.303 2.127 1.191
H -1.622 2.503 -0.442
H 0.089 1.211 1.716
H 0.058 2.955 1.645
H 0.778 1.433 -0.879
H 1.958 1.718 0.555
H 1.283 3.090 -0.359
```